# C9H11N2O

2 unconnected molecules or ions with the total composition C9H11N2O at a distorted geometry (ωB97M-V/def2-TZVPD, the Open Molecules 2025 dataset).

Each line ends with the Löwdin spin population.
Positions of all 23 atoms, in Å:
O1 1.60 0.77 1.99  0.036
N1 2.94 0.04 -0.78  0.141
N2 1.50 -1.28 0.29  0.102
C1 -1.32 -1.32 0.16  0.231
C2 -3.35 -0.29 -0.32  0.334
C3 -1.38 1.07 -0.19  0.116
C4 -2.74 0.94 -0.48  0.170
C5 2.66 -1.11 -0.20  0.099
C6 -0.62 -0.08 0.07  0.316
C7 -2.65 -1.46 -0.06  0.019
C8 1.74 0.77 -0.79  0.036
C9 0.84 -0.13 0.11  0.322
H1 3.42 -1.89 -0.37  0.002
H2 3.80 0.38 -1.01  0.005
H3 1.35 0.51 -1.79  0.030
H4 -3.26 -2.28 -0.04  -0.005
H5 -4.39 -0.29 -0.47  0.017
H6 1.71 1.82 -0.47  0.011
H7 0.94 1.25 2.51  0.001
H8 2.41 0.99 2.45  0.004
H9 -0.77 -2.24 0.40  0.007
H10 -3.45 1.71 -0.82  0.004
H11 -0.98 2.12 -0.19  0.002

Values from the calculation:
Energy above the lowest of the compared OMol25 structures with the same formula, charge and spin (kJ/mol): 27.73
Calculated total energy (eV): -14528.030
Kohn-Sham gap (alpha / beta) (eV): 6.9 / 5.9
Multiplicity: 3
Lowest unoccupied orbital energy (alpha / beta) (eV): -3.042 / -7.760
Highest occupied orbital energy (alpha / beta) (eV): -9.975 / -13.670
Charge: +1

***

# C59H47BrCl5GeN2O3P2SSc

A molecular structure, C59H47BrCl5GeN2O3P2SSc at a distorted geometry (ωB97M-V/def2-TZVPD, the Open Molecules 2025 dataset).

Each line ends with the Löwdin charge.
Positions of all 122 atoms, in Å:
Br1 0.57 -2.39 3.14  0.786
Ge1 2.65 1.80 -1.71  0.852
Sc1 -0.32 0.03 -0.13  0.558
Cl1 -6.48 2.77 -3.27  0.615
Cl2 -5.14 -1.28 0.12  0.730
Cl3 -7.29 0.22 -1.63  0.632
Cl4 -1.43 2.29 -1.33  0.831
Cl5 -3.52 3.81 -3.11  0.669
S1 2.01 4.20 7.17  0.759
P1 -0.78 1.50 2.25  0.855
P2 2.15 -0.20 0.84  0.800
O1 -0.74 -1.04 -1.82  -0.122
O2 -2.51 0.00 0.02  -0.205
O3 -2.28 -2.53 -2.52  0.055
N1 0.17 0.92 3.41  -0.314
N2 -0.70 -2.24 0.64  0.051
C1 -2.58 -3.57 0.01  -0.030
C2 5.71 4.39 -0.31  -0.099
C3 0.69 4.08 -4.81  -0.111
C4 -5.15 0.48 3.57  -0.124
C5 4.93 -3.68 -0.65  -0.124
C6 -2.67 -4.08 1.29  -0.053
C7 3.00 4.61 -0.79  -0.134
C8 -2.54 1.17 2.81  -0.330
C9 3.18 2.93 7.67  -0.442
C10 -1.31 5.49 3.39  -0.101
C11 4.71 -1.57 0.49  -0.104
C12 0.30 5.40 1.62  -0.082
C13 -0.13 3.12 -5.37  -0.120
C14 -1.55 -2.03 -1.68  -0.589
C15 4.71 2.22 3.88  -0.122
C16 3.90 0.10 3.06  -0.119
C17 2.76 -2.70 -0.27  -0.119
C18 -5.66 0.81 -1.56  -0.687
C19 1.08 2.47 5.13  -0.262
C20 -4.93 1.55 2.70  -0.103
C21 1.50 2.47 -3.18  -0.271
C22 -3.38 0.58 -0.69  -0.487
C23 -0.40 6.13 2.57  -0.106
C24 0.09 4.03 1.51  -0.117
C25 -2.77 0.09 3.66  -0.098
C26 -4.72 0.14 -0.78  -0.583
C27 -3.64 1.88 2.34  -0.115
C28 4.99 3.31 -0.80  -0.112
C29 -4.07 -0.25 4.04  -0.100
C30 3.32 -1.59 0.37  -0.345
C31 -0.75 -2.78 1.85  -0.698
C32 3.20 0.73 2.03  -0.353
C33 4.07 0.92 -2.80  -0.249
C34 -5.31 1.95 -2.29  -0.720
C35 4.88 1.62 -3.70  -0.120
C36 -3.08 1.74 -1.44  -0.533
C37 -1.60 -2.64 -0.26  -0.185
C38 3.97 2.86 2.90  -0.085
C39 3.71 5.71 -0.30  -0.104
C40 5.51 -2.59 -0.01  -0.105
C41 3.62 3.39 -1.05  -0.274
C42 -1.52 4.12 3.27  -0.107
C43 4.18 -0.47 -2.79  -0.090
C44 3.22 2.12 2.00  -0.099
C45 1.51 3.75 -3.72  -0.112
C46 0.67 1.51 -3.77  -0.136
C47 -4.00 2.41 -2.22  -0.690
C48 1.71 0.59 -0.65  -0.601
C49 3.54 -3.73 -0.77  -0.102
C50 5.08 -1.13 -3.63  -0.094
C51 -0.14 1.83 -4.85  -0.095
C52 0.72 3.14 6.45  -0.527
C53 -1.74 -3.68 2.23  -0.117
C54 5.07 5.59 -0.06  -0.116
C55 5.77 0.97 -4.55  -0.115
C56 -0.81 3.36 2.34  -0.319
C57 0.04 1.40 4.76  -0.382
C58 5.87 -0.41 -4.51  -0.123
C59 4.65 0.83 3.97  -0.110
H1 5.14 -2.21 -3.59  0.091
H2 -1.74 -4.05 3.25  0.089
H3 0.18 0.56 5.46  0.098
H4 0.62 0.51 -3.36  0.086
H5 3.46 2.29 6.83  0.014
H6 1.68 -2.73 -0.42  0.089
H7 -4.23 -1.09 4.70  0.090
H8 0.42 2.41 7.20  0.074
H9 -3.27 -3.84 -0.79  0.113
H10 2.06 1.99 5.18  0.082
H11 -3.46 -4.77 1.57  0.107
H12 3.97 3.94 2.83  0.103
H13 -1.92 -0.47 4.02  0.081
H14 0.71 5.09 -5.20  0.088
H15 6.77 4.29 -0.11  0.093
H16 3.87 -0.98 3.14  0.097
H17 3.20 6.64 -0.11  0.091
H18 5.20 0.31 4.75  0.090
H19 -0.78 3.38 -6.20  0.089
H20 2.62 2.63 1.25  0.061
H21 5.55 -4.48 -1.04  0.087
H22 -0.97 1.80 5.00  0.088
H23 6.59 -2.52 0.08  0.092
H24 6.56 -0.93 -5.17  0.085
H25 2.79 2.32 8.48  0.028
H26 -0.79 1.08 -5.28  0.102
H27 -0.13 3.81 6.30  0.062
H28 3.55 -1.04 -2.13  0.073
H29 6.38 1.54 -5.24  0.086
H30 -1.86 6.05 4.14  0.092
H31 1.02 5.89 0.97  0.077
H32 -2.24 3.63 3.92  0.099
H33 -0.23 7.20 2.67  0.089
H34 3.07 -4.56 -1.28  0.094
H35 0.66 3.45 0.79  0.064
H36 -5.77 2.11 2.31  0.097
H37 5.62 6.44 0.33  0.089
H38 1.14 3.21 4.34  0.099
H39 -6.16 0.20 3.85  0.088
H40 4.81 2.71 -3.75  0.097
H41 5.30 2.79 4.58  0.090
H42 5.19 -0.72 0.95  0.097
H43 5.51 2.38 -0.99  0.098
H44 2.15 4.52 -3.31  0.081
H45 4.08 3.44 8.01  0.020
H46 1.93 4.72 -0.98  0.091
H47 -3.48 2.72 1.66  0.109

Values from the calculation:
Energy above the lowest of the compared OMol25 structures with the same formula, charge and spin (kJ/mol): 0.00
Calculated total energy (eV): -310358.422
Kohn-Sham gap (eV): 5.8
Lowest unoccupied orbital energy (eV): 3.785
Highest occupied orbital energy (eV): -2.061
Charge: -2

***

# C4H6N2

A single C4H6N2 molecule at a distorted geometry (ωB97M-V/def2-TZVPD, the Open Molecules 2025 dataset).

Each line ends with the Löwdin charge.
Positions of all 12 atoms, in Å:
N1 -1.03 -1.23 -0.37  0.065
N2 1.12 0.09 1.16  -0.036
C1 0.10 -0.65 -1.05  -0.180
C2 0.81 0.32 -0.17  -0.263
C3 -0.21 0.70 1.24  -0.037
C4 -0.93 0.19 -0.37  -0.225
H1 -0.82 -1.57 0.57  0.094
H2 1.19 1.21 -0.66  0.147
H3 1.09 -0.90 1.39  0.099
H4 0.29 -0.81 -2.11  0.135
H5 -0.04 1.79 1.28  0.058
H6 -1.57 0.86 -0.93  0.143

Values from the calculation:
Energy above the lowest of the compared OMol25 structures with the same formula, charge and spin (kJ/mol): 614.79
Calculated total energy (eV): -7219.219
Kohn-Sham gap (eV): 9.0
Lowest unoccupied orbital energy (eV): 1.044
Highest occupied orbital energy (eV): -7.999

***

# C30H62F2N4O15S4

4 unconnected molecules or ions with the total composition C30H62F2N4O15S4 at a distorted geometry (ωB97M-V/def2-TZVPD, the Open Molecules 2025 dataset).

Each line ends with the Löwdin charge.
Positions of all 117 atoms, in Å:
S1 1.48 -6.39 -1.74  0.585
S2 3.69 2.36 -4.43  0.577
S3 -5.01 4.79 0.27  0.591
S4 1.98 -0.89 1.21  0.672
F1 1.79 0.75 3.19  -0.005
F2 0.53 4.64 0.42  -0.072
O1 -4.15 5.25 -0.98  -0.190
O2 2.07 -5.18 -0.88  -0.178
O3 4.44 3.35 -5.41  -0.179
O4 1.73 -5.73 -3.17  -0.190
O5 3.03 1.33 -5.15  -0.221
O6 0.09 -6.46 -1.48  -0.227
O7 2.30 -7.53 -1.62  -0.225
O8 -4.73 3.42 0.51  -0.217
O9 1.03 -0.64 -0.03  -0.215
O10 2.59 3.39 -3.92  -0.199
O11 3.27 -1.24 0.68  -0.266
O12 4.57 2.02 -3.37  -0.214
O13 1.27 -1.71 2.13  -0.222
O14 -6.35 5.25 0.16  -0.210
O15 -4.27 5.70 1.35  -0.185
N1 0.55 -1.02 -4.29  0.101
N2 5.64 1.95 1.14  0.006
N3 1.85 -2.02 -2.60  0.036
N4 -0.46 -1.65 -2.25  0.129
C1 1.43 0.53 -0.82  -0.263
C2 -3.08 6.29 0.79  -0.150
C3 -2.67 0.02 2.84  -0.178
C4 -1.74 1.42 0.94  -0.192
C5 -2.24 -3.81 -0.50  -0.105
C6 1.62 2.11 1.15  -0.285
C7 -0.75 1.77 -0.20  -0.097
C8 1.07 0.33 -2.30  -0.052
C9 0.82 2.92 2.20  -0.095
C10 3.69 4.57 -5.59  -0.139
C11 0.74 -1.09 -2.84  -0.625
C12 -4.16 -5.12 3.63  -0.213
C13 2.98 4.74 -4.26  -0.143
C14 2.70 -4.20 -1.73  -0.157
C15 4.89 1.67 -0.09  -0.271
C16 -2.26 -0.82 4.07  -0.186
C17 2.87 3.00 0.86  -0.130
C18 -2.21 -3.34 3.66  -0.218
C19 -2.73 -4.74 4.04  -0.199
C20 3.80 2.72 -0.34  -0.174
C21 -1.52 0.20 1.83  -0.207
C22 -2.47 -4.86 0.59  -0.260
C23 1.93 -4.31 -3.03  -0.190
C24 0.82 1.77 -0.16  -0.164
C25 -3.90 -4.80 1.11  -0.228
C26 -2.98 -2.17 4.27  -0.205
C27 0.21 4.26 1.74  -0.152
C28 -4.27 -5.76 2.25  -0.211
C29 2.20 0.83 1.87  -0.233
C30 -3.43 6.45 -0.68  -0.151
H1 -1.85 2.29 1.60  0.086
H2 6.14 1.13 1.45  0.073
H3 -2.63 -4.84 5.13  0.106
H4 1.51 3.14 3.01  0.126
H5 2.51 0.57 -0.76  0.113
H6 4.40 5.36 -5.81  0.138
H7 -3.01 1.01 3.16  0.107
H8 2.72 -1.65 -2.96  0.122
H9 3.23 2.42 -1.23  0.074
H10 -2.24 5.61 0.92  0.105
H11 -1.80 -4.22 -1.41  0.059
H12 -0.88 4.23 1.80  0.089
H13 -2.38 -0.22 4.97  0.103
H14 3.29 0.89 1.89  0.116
H15 4.28 3.66 -0.62  0.117
H16 1.09 2.56 -0.87  0.136
H17 2.52 4.03 0.77  0.106
H18 -3.13 -2.37 5.34  0.111
H19 0.96 -3.80 -2.99  0.113
H20 -1.20 -1.74 -2.94  0.089
H21 0.03 2.31 2.63  0.102
H22 -5.30 -6.11 2.09  0.103
H23 2.99 4.44 -6.42  0.137
H24 -3.63 -6.65 2.22  0.113
H25 -0.60 0.32 2.40  0.082
H26 1.93 0.62 -2.91  0.092
H27 -2.89 7.23 1.29  0.138
H28 5.52 1.63 -0.99  0.101
H29 2.50 -3.97 -3.89  0.133
H30 -4.83 -4.26 3.67  0.102
H31 -4.54 -5.83 4.38  0.103
H32 -1.18 -1.02 4.00  0.098
H33 1.95 -2.20 -1.61  0.044
H34 -1.17 -3.27 3.99  0.116
H35 -1.78 -4.67 1.42  0.084
H36 4.46 0.66 0.02  0.083
H37 -3.99 -2.11 3.83  0.100
H38 2.07 5.33 -4.33  0.137
H39 2.60 -3.23 -1.25  0.084
H40 -4.57 -4.97 0.26  0.110
H41 1.33 -0.56 -4.73  0.060
H42 -0.79 -1.14 -1.45  0.060
H43 -1.59 -3.00 -0.16  0.046
H44 -2.18 -3.23 2.57  0.087
H45 -1.04 2.77 -0.52  0.107
H46 0.56 5.08 2.38  0.123
H47 -4.09 -3.77 1.45  0.106
H48 0.25 1.00 -2.58  0.120
H49 -3.53 -0.44 2.33  0.113
H50 3.49 2.96 1.76  0.115
H51 -2.55 6.49 -1.33  0.134
H52 -4.07 7.32 -0.86  0.135
H53 -3.19 -3.35 -0.79  0.067
H54 6.34 2.66 0.96  0.072
H55 -1.41 -0.70 1.22  0.107
H56 -2.72 1.34 0.47  0.115
H57 3.64 5.13 -3.48  0.135
H58 -0.26 -0.44 -4.48  0.082
H59 3.75 -4.46 -1.85  0.142
H60 -2.25 -5.87 0.23  0.107
H61 -2.04 -5.47 3.60  0.109
H62 -1.03 1.14 -1.05  0.097

Values from the calculation:
Structure (SMILES): CCCCCCCCCCCCC[C@@H]1[C@H](CC(N)(N)N)OS(=O)(=O)[C@H](F)[C@@]1(CCF)CCCN.O=S1(=O)OCCO1.O=S1(=O)OCCO1.O=S1(=O)OCCO1
Calculated total energy (eV): -117560.158
Kohn-Sham gap (eV): 9.0
Lowest unoccupied orbital energy (eV): -0.277
Highest occupied orbital energy (eV): -9.247

***

# C5H10S

A single C5H10S molecule at a distorted geometry (ωB97M-V/def2-TZVPD, the Open Molecules 2025 dataset).

Each line ends with the Löwdin charge.
Positions of all 16 atoms, in Å:
S1 -1.11 -0.60 -0.53  0.828
C1 1.33 -1.60 0.14  -0.091
C2 0.53 -0.57 0.09  -0.715
C3 0.92 1.64 -0.57  -0.156
C4 -1.74 0.65 0.75  -0.354
C5 1.34 0.69 0.45  -0.295
H1 -2.88 0.50 0.92  0.056
H2 2.14 -1.79 0.95  0.102
H3 0.97 0.97 1.36  0.069
H4 0.99 1.34 -1.57  0.042
H5 1.75 2.55 -0.63  0.132
H6 2.26 0.12 0.68  0.110
H7 -1.32 0.06 1.68  0.067
H8 1.04 -2.69 -0.21  0.088
H9 -1.29 1.71 0.45  0.036
H10 -0.26 1.94 -0.29  0.079

Values from the calculation:
Energy above the lowest of the compared OMol25 structures with the same formula, charge and spin (kJ/mol): 433.79
Structure (SMILES): C=C(CC)SC
Calculated total energy (eV): -16177.981
Kohn-Sham gap (eV): 9.1
Lowest unoccupied orbital energy (eV): 0.808
Highest occupied orbital energy (eV): -8.305

***

# C6H9F3N3S

2 unconnected molecules or ions with the total composition C6H9F3N3S at a distorted geometry (ωB97M-V/def2-TZVPD, the Open Molecules 2025 dataset).

Each line ends with the Löwdin charge.
Positions of all 22 atoms, in Å:
S1 2.46 -1.39 0.40  0.872
F1 -3.43 0.74 0.99  0.149
F2 -3.22 0.64 -1.10  0.216
F3 -2.99 -1.12 0.06  0.211
N1 2.85 2.00 -0.06  0.172
N2 -0.42 -0.50 0.22  0.225
N3 -0.56 -3.20 0.08  0.057
C1 -0.77 1.80 -0.04  0.019
C2 -1.26 0.43 0.03  -0.161
C3 1.64 1.32 0.11  -0.302
C4 0.50 2.26 -0.01  0.032
C5 1.60 -0.01 0.29  -0.460
C6 -2.72 0.14 -0.02  -0.642
H1 0.71 3.37 0.09  0.159
H2 3.60 1.65 0.40  0.072
H3 -1.38 -3.48 -0.35  0.025
H4 -1.58 2.54 -0.20  0.141
H5 3.09 -1.47 -0.94  0.004
H6 -0.79 -1.49 0.16  0.060
H7 0.18 -3.19 -0.58  0.026
H8 2.98 2.92 -0.23  0.073
H9 -0.48 -3.98 0.70  0.053

Values from the calculation:
Energy above the lowest of the compared OMol25 structures with the same formula, charge and spin (kJ/mol): 153.58
Calculated total energy (eV): -29816.556
Kohn-Sham gap (eV): 8.3
Lowest unoccupied orbital energy (eV): -4.846
Highest occupied orbital energy (eV): -13.117
Charge: +1

***

> The highest calculated total energy belongs to which entry?

C4H6N2

***

> Among the records above, which one has the highest calculated total energy?

C4H6N2